Record 1
Density functional theory data (ωB97M-V with the def2-TZVPD basis set) for C9H25Cl2HfN2OP2S as an isolated structure.

The geometry in ORCA input format:
```
! RIJCOSX wB97M-V def2-TZVPD def2/J DEFGRID3
* xyz 3 1
C 0.5769 3.1893 -5.3174
C 0.8355 2.3595 -4.1023
H 0.0010 2.5960 -6.0298
H 1.5171 3.5050 -5.7820
H 0.0080 4.0840 -5.0438
O 0.4740 1.2221 -3.8904
Cl 1.7762 3.2257 -2.8601
Hf -0.0986 -0.0152 -0.2172
P 2.1586 -1.2163 -0.3645
C 2.1573 -3.0152 -0.5428
C 2.8108 -0.5014 -1.8860
H 3.8109 -0.8997 -2.0606
H 4.3515 -1.2110 0.6546
H 2.8597 0.5905 -1.8263
H 3.4065 0.2323 1.1098
H 1.4645 -3.2983 -1.3495
H 2.1684 -0.7507 -2.7360
C 3.3563 -0.8484 0.9387
H 3.1624 -3.3895 -0.7933
H 3.0553 -1.3270 1.8777
H 1.8168 -3.5054 0.3839
P -2.1706 1.0746 0.7958
C -3.6489 0.0638 1.0108
C -1.9357 1.9631 2.3513
H -1.6663 2.9857 -0.6207
H -3.3819 2.9315 -0.1445
H -2.7662 1.8491 -1.4164
C -2.5286 2.3288 -0.4602
H -1.0434 2.5960 2.2907
H -2.8086 2.5929 2.5612
H -4.5184 0.6878 1.2705
H -3.4947 -0.6885 1.8006
H -1.7924 1.2584 3.1792
H -3.8611 -0.4686 0.0712
Cl 1.0687 1.8643 0.5279
N -0.3018 -3.7232 3.0304
C -0.7971 -2.4768 2.9823
N -1.6944 -2.1603 3.9416
S -0.1544 -1.2348 1.8173
H -0.5420 -4.3432 3.8029
H 0.3613 -4.0653 2.3510
H -2.1159 -1.2464 3.9995
H -1.8767 -2.8151 4.6950
*
```

Calculated values
Molecular weight   520.723 g/mol
E_LUMO   -11.9 eV
Gap between HOMO and LUMO   6.72 eV

Record 2
Density functional theory data (ωB97M-V with the def2-TZVPD basis set) for an isolated ion of composition C4H10OS2 and charge +1.

The geometry in ORCA input format:
```
! RIJCOSX wB97M-V def2-TZVPD def2/J DEFGRID3
* xyz 1 2
C -0.7004 0.7181 -0.7249
C -0.5390 0.0074 -2.0528
O -1.6671 -0.5966 -2.6495
C -1.2192 -0.1483 0.4031
S -0.3493 -1.7796 0.6411
S 1.7515 -0.6601 0.7857
C 2.1814 0.1043 2.3079
H 0.2066 1.2903 -0.5242
H -1.3808 1.5906 -0.8393
H -0.0280 0.5573 -2.8405
H 0.2151 -0.7960 -1.9198
H -2.2175 -1.0078 -1.9769
H -2.2035 -0.6137 0.3057
H -1.0947 0.3334 1.3727
H 1.8614 -0.2779 3.2760
H 3.2774 0.1110 2.2393
H 1.9060 1.1678 2.1964
*
```

Calculated values
ΔE to the lowest compared entry with this formula, charge and spin   38.9 kcal/mol
Molecular weight   138.257 g/mol
E_LUMO (spin up / spin down)   -6.4 / -8.4 eV
Gap between HOMO and LUMO (spin up / spin down)   7.29 / 5.27 eV

Record 3
Density functional theory data (ωB97M-V with the def2-TZVPD basis set) for a 2-piece molecular cluster, C4H10NO3 overall.

The geometry in ORCA input format:
```
! RIJCOSX wB97M-V def2-TZVPD def2/J DEFGRID3
* xyz -1 1
C -1.6133 1.7836 0.4549
N -1.7570 0.6079 -0.4441
C -0.7257 -1.6117 -1.1192
C -0.6638 -0.3953 -0.1740
C 0.7961 0.1876 -0.0376
O 1.5399 -0.0209 0.9348
O 0.9939 0.9727 -1.0507
H -0.7248 2.4376 0.1813
H -1.4977 1.4872 1.5987
H -2.6221 2.3161 0.7207
H -1.7739 1.0659 -1.3352
H -0.2155 -1.6369 -2.0938
H -0.5092 -2.6546 -0.8348
H -1.7474 -1.7159 -1.5715
H -0.9410 -0.6587 0.8860
H 3.2684 -0.1772 1.3279
H 3.9995 -1.4253 1.2874
O 4.1936 -0.5619 1.2691
*
```

Calculated values
ΔE to the lowest compared entry with this formula, charge and spin   52.1 kcal/mol
Molecular weight   120.128 g/mol
E_LUMO   4.0 eV
Gap between HOMO and LUMO   8.27 eV

Record 4
Density functional theory data (ωB97M-V with the def2-TZVPD basis set) for the molecule C4H5NO.

The geometry in ORCA input format:
```
! RIJCOSX wB97M-V def2-TZVPD def2/J DEFGRID3
* xyz 0 1
C 1.0053 -1.2761 -0.4219
C 0.5320 -0.2454 0.4320
C 0.2520 0.7592 1.1749
N -0.5475 1.5550 0.3914
C -1.4775 1.0895 -0.3789
O -1.5715 -0.0812 -0.6832
H 1.6717 -0.9021 -1.2081
H 1.5701 -1.9889 0.1786
H 0.1609 -1.8042 -0.8565
H 0.5453 1.0413 2.1673
H -2.1407 1.8530 -0.7956
*
```

Calculated values
ΔE to the lowest compared entry with this formula, charge and spin   95.5 kcal/mol
Molecular weight   83.090 g/mol
E_LUMO   -0.6 eV
Gap between HOMO and LUMO   8.07 eV

Record 5
Density functional theory data (ωB97M-V with the def2-TZVPD basis set) for a 6-piece molecular cluster, C24H58N6O4 overall.

The geometry in ORCA input format:
```
! RIJCOSX wB97M-V def2-TZVPD def2/J DEFGRID3
* xyz 0 1
C -1.4938 -0.5706 -2.7128
C -1.0936 -0.3963 -1.1844
N 0.3477 0.1613 -1.0340
C 0.5348 1.3117 -1.8834
C -0.3432 2.5020 -1.3053
C 0.8105 0.2684 0.4042
C 2.3528 0.3273 0.5277
H -0.6998 -1.1221 -3.2163
H -1.5619 0.4253 -3.1505
H -2.3251 -1.2287 -2.9658
H -1.8162 0.2812 -0.7297
H -1.3066 -1.3937 -0.7997
H 1.5298 1.7506 -1.8090
H 0.5353 1.2021 -2.9679
H -0.2683 2.7534 -0.2473
H -0.0826 3.4516 -1.7727
H -1.3837 2.3154 -1.5710
H 0.4350 -0.6094 0.9302
H 0.4273 1.1850 0.8526
H 2.9020 0.7268 -0.3249
H 2.5958 -0.7242 0.3745
H 2.7804 0.8289 1.3958
C -4.5681 -5.5304 0.0503
C -3.8779 -4.6791 1.1930
N -4.7187 -3.4382 1.5926
C -6.1058 -3.7924 1.9638
C -6.9832 -2.5721 2.0095
C -4.0466 -2.6106 2.5924
C -3.1913 -1.6079 1.8335
H -5.6045 -5.8047 0.2469
H -3.9850 -6.4285 -0.1538
H -4.6451 -5.0852 -0.9416
H -3.7199 -5.3088 2.0686
H -2.8945 -4.3831 0.8276
H -6.4828 -4.4401 1.1723
H -6.1005 -4.4625 2.8235
H -6.7311 -1.7970 1.2858
H -8.0267 -2.8837 1.9631
H -6.8171 -2.0460 2.9495
H -3.4930 -3.2780 3.2528
H -4.7985 -2.1253 3.2146
H -3.8505 -0.7899 1.5429
H -2.7138 -2.1723 1.0325
H -2.4607 -1.2618 2.5646
C 6.7924 -0.3595 -0.3752
N 5.8106 -0.7141 -1.4260
C 5.1742 0.3985 -2.1579
C 5.4886 -2.0071 -1.7638
O 4.7843 -2.2536 -2.7164
H 6.4478 0.2321 0.4730
H 7.6332 0.1602 -0.8346
H 7.1891 -1.3137 -0.0286
H 5.8326 1.0214 -2.7634
H 4.3364 0.0560 -2.7653
H 4.7208 1.1073 -1.4650
H 6.0574 -2.7474 -1.1802
C 1.6625 -3.6235 -1.4983
N 2.3576 -4.7550 -2.1083
C 1.8985 -6.0745 -1.7633
C 3.0453 -4.7331 -3.2529
O 3.5204 -5.7228 -3.8782
H 0.5892 -3.6632 -1.6840
H 2.0144 -2.6377 -1.8025
H 1.6859 -3.4866 -0.4172
H 0.8682 -6.0366 -1.4094
H 2.0872 -6.9298 -2.4120
H 2.3885 -6.4004 -0.8458
H 3.0933 -3.6841 -3.5838
C 4.9856 4.7309 3.2195
N 3.6246 4.7156 2.7353
C 2.8427 5.9438 2.6757
C 3.2223 3.5873 2.1357
O 2.3871 3.6777 1.1933
H 5.6655 4.8521 2.3761
H 5.3361 3.7995 3.6641
H 5.2410 5.5303 3.9151
H 1.8038 5.8194 2.3702
H 2.7369 6.3888 3.6651
H 3.3495 6.5736 1.9444
H 3.8537 2.7121 2.3539
C -4.2925 6.4087 -0.5571
N -3.0251 5.8479 -0.2893
C -2.9856 4.6254 0.5968
C -1.8311 6.3297 -0.7875
O -1.7575 7.2559 -1.5619
H -4.4209 6.8974 0.4087
H -5.1015 5.7018 -0.7418
H -4.3226 7.0706 -1.4226
H -3.5748 3.8367 0.1288
H -2.0124 4.1421 0.5107
H -3.2643 5.0120 1.5771
H -0.9991 5.7598 -0.3456
*
```

Calculated values
SMILES   CCN(CC)CC.CCN(CC)CC.CN(C)C=O.CN(C)C=O.CN(C)C=O.CN(C)C=O
ΔE to the lowest compared entry with this formula, charge and spin   47.6 kcal/mol
Molecular weight   494.766 g/mol
E_LUMO   0.3 eV
Gap between HOMO and LUMO   8.45 eV

Record 6
Density functional theory data (ωB97M-V with the def2-TZVPD basis set) for C10H38F4HgN2O17S4 as an isolated structure.

The geometry in ORCA input format:
```
! RIJCOSX wB97M-V def2-TZVPD def2/J DEFGRID3
* xyz 0 1
Hg 1.0297 0.1323 -3.7789
N 0.3802 -0.5686 -0.3287
S -0.6181 -0.1838 0.7545
O -0.1160 0.8269 1.6665
O -1.5941 -1.1474 1.2523
F -1.5399 0.8339 -0.2248
S 1.2323 -1.4788 0.8779
O 0.6508 -2.7353 1.2647
O 1.9284 -0.6847 1.8948
F 2.4348 -1.9280 -0.0227
N -2.3828 -0.4355 -5.1452
S -3.4295 0.5412 -5.6170
O -4.2742 1.0937 -4.5973
O -3.9713 0.4601 -6.9971
F -2.4931 1.7976 -5.8508
S -3.2498 -1.8585 -5.3615
O -2.6152 -2.8149 -6.2456
O -4.7450 -1.7945 -5.2778
F -2.8611 -2.3818 -3.8516
C -0.0442 -7.3584 3.8782
O -1.1036 -8.2946 3.8239
H 0.3073 -7.3053 2.8478
H -0.4467 -6.3885 4.1704
H 0.6542 -7.7359 4.6250
H -1.7508 -8.0024 3.1778
C 4.9098 -1.0231 6.7150
O 4.5471 -2.0371 5.7780
H 4.4864 -1.2103 7.7018
H 5.9737 -0.9483 6.9401
H 4.6240 -0.0225 6.3907
H 4.0209 -1.6693 5.0643
C 0.2852 6.1960 2.4339
O 0.8471 5.4079 1.3647
H -0.0270 7.2049 2.1640
H -0.5241 5.6047 2.8623
H 1.0564 6.2130 3.2039
H 0.6397 4.5004 1.5993
C 1.0242 -6.6706 -2.6034
O 1.7682 -6.5810 -3.7159
H 0.4054 -5.7853 -2.4574
H 0.3284 -7.4709 -2.8554
H 1.5091 -7.0778 -1.7162
H 2.6315 -6.9777 -3.5779
O -5.4744 -3.8688 1.3013
H -4.7471 -3.2831 1.0909
H -5.8967 -3.4644 2.0591
O 2.6027 -2.8531 -4.5148
H 3.1505 -3.0550 -5.2733
H 2.3534 -3.7082 -4.1644
C -3.3190 6.6189 -1.9156
C -3.2916 7.7817 -0.8882
O -3.9570 8.8408 -1.4757
H -2.7444 6.8844 -2.8030
H -4.2997 6.1891 -2.1195
H -2.8408 5.7981 -1.3810
H -2.2549 8.0516 -0.6866
H -3.9469 7.5227 -0.0566
H -3.5459 9.5769 -1.0166
C 6.9058 0.7873 -5.2986
C 6.2246 0.7536 -3.8767
O 4.9526 1.3486 -4.0932
H 7.4288 1.7262 -5.4805
H 6.2072 0.5482 -6.1003
H 7.5751 -0.0708 -5.3608
H 6.8432 1.2271 -3.1144
H 6.0494 -0.2587 -3.5126
H 5.0156 2.1735 -4.5803
C -2.3966 1.2390 6.0900
C -3.4839 1.9271 5.2406
O -4.7221 1.3493 5.4849
H -1.9963 0.2908 5.7311
H -2.6497 1.0945 7.1403
H -1.4587 1.7944 6.1013
H -3.3251 1.7370 4.1791
H -3.4962 2.9964 5.4518
H -5.3499 2.0636 5.6156
*
```

Calculated values
ΔE to the lowest compared entry with this formula, charge and spin   254.1 kcal/mol
Molecular weight   863.261 g/mol
E_LUMO   -8.1 eV
Gap between HOMO and LUMO   1.88 eV

Record 7
Density functional theory data (ωB97M-V with the def2-TZVPD basis set) for a 4-piece molecular cluster, C39H45F13NO18P2S4 overall.

The geometry in ORCA input format:
```
! RIJCOSX wB97M-V def2-TZVPD def2/J DEFGRID3
* xyz 1 1
C -1.1360 -4.5767 -0.6542
C -1.0939 -2.9495 -0.5914
O 0.0965 -2.4094 -0.0093
C 0.9100 -1.5392 -0.8381
S 1.3253 -2.7531 -2.2104
N 0.3317 -0.1938 -1.1458
C 0.8527 0.7579 -2.1796
C 1.1300 0.2035 -3.6577
C 1.4607 1.4595 -4.6344
C 2.8936 2.1291 -4.3539
O 2.7549 3.2313 -3.3983
C 3.9472 3.4192 -2.6583
O 5.0804 3.5643 -3.1783
C 0.2062 0.4192 0.2516
O 0.2589 1.8761 0.1147
C -1.3303 0.2984 0.7741
C -2.4315 0.8345 -0.2464
C -3.3443 2.0424 0.2011
F -3.3581 2.9380 -0.9351
F -2.7807 2.8771 1.2205
C -4.8946 1.7251 0.4214
F -5.5723 2.9674 0.5106
F -5.3578 1.1568 -0.8069
S -5.3429 0.5499 1.7723
F -5.0263 -0.8168 0.8842
F -6.9267 0.5618 1.1902
F -5.7558 1.8810 2.7264
F -3.8583 0.5767 2.5042
F -5.8803 -0.4229 3.0039
C 1.3981 -0.0304 1.2936
C 0.9882 -0.8624 2.5973
C 0.0274 -0.2001 3.6922
O 0.6733 -0.2488 5.0229
C 0.2583 0.8500 5.8265
C 1.2291 1.9290 6.4746
O -0.9741 0.9877 5.9986
C 2.4266 1.0622 1.7920
F 3.5641 0.4257 2.4002
F 3.0114 1.8806 0.7583
C 2.0220 2.1223 2.8957
F 0.8778 2.8978 2.7000
F 3.1203 3.0485 2.9768
C 2.0712 -1.1597 0.2593
P 2.6992 -2.7993 1.0806
S 3.6867 -4.0057 -0.0278
P 3.5962 -0.7335 -0.7607
S 5.3363 -0.8859 0.1672
H -2.1931 -4.9428 -0.4222
H -0.3651 -5.0546 0.0358
H -0.9068 -4.8408 -1.7504
H -1.9577 -2.7115 0.1448
H -1.4469 -2.4730 -1.5729
H 0.2313 -2.7009 -3.0933
H -0.5688 -0.4774 -1.6018
H 1.7500 1.3871 -1.8926
H 0.0010 1.5175 -2.3681
H 2.1130 -0.3972 -3.6130
H 0.2872 -0.4367 -4.0761
H 0.6285 2.2464 -4.5765
H 1.4871 1.1151 -5.7334
H 3.3911 2.5430 -5.2983
H 3.6242 1.3483 -3.9221
H 3.8919 3.4063 -1.5086
H -0.3917 2.3082 0.7014
H -1.4963 0.8517 1.7622
H -1.5969 -0.7966 1.0210
H -3.0987 -0.0509 -0.5607
H -1.8834 1.1344 -1.2159
H 0.4314 -1.8457 2.3756
H 1.8986 -1.1991 3.2214
H -0.2826 0.8760 3.5118
H -0.9561 -0.7856 3.8338
H 1.2185 1.9504 7.6092
H 0.9137 2.9659 6.0904
H 2.3217 1.8040 6.1406
H 2.0448 1.5938 3.9183
H 1.6391 -3.5176 1.7253
H 3.5628 -2.3344 2.1493
H 3.7983 -1.5489 -1.9288
H 3.6206 0.6211 -1.2811
C -3.6237 -2.9984 -4.5130
C -4.4111 -3.2401 -5.5660
C -3.8877 -3.9159 -6.7886
O -4.6363 -4.1364 -7.7194
C -2.4685 -4.2858 -6.8144
C -1.6835 -4.0407 -5.7638
C -2.2152 -3.3893 -4.5316
O -1.4683 -3.1945 -3.5744
O -0.3635 -4.3775 -5.7766
O -5.7162 -2.8817 -5.5642
H -3.9915 -2.5111 -3.6197
H -2.0963 -4.7594 -7.7129
H -0.0148 -4.1026 -4.9097
H -6.0658 -3.1649 -6.4327
C 7.3590 -1.5256 -3.7469
C 8.6517 -1.7581 -3.9875
C 9.6240 -0.6392 -4.1576
O 10.7987 -0.8891 -4.3574
C 9.1126 0.7326 -4.0797
C 7.8188 0.9624 -3.8419
C 6.8564 -0.1543 -3.6463
O 5.6868 0.1016 -3.4147
O 7.3252 2.2263 -3.7678
O 9.1346 -3.0229 -4.0866
H 6.6435 -2.3271 -3.6197
H 9.8234 1.5353 -4.2218
H 6.3665 2.1246 -3.5843
H 10.0910 -2.9228 -4.2609
C -6.1623 2.1004 8.8220
C -5.1766 2.0317 7.9245
C -5.1934 2.8623 6.6866
O -4.2660 2.7854 5.8999
C -6.3433 3.7438 6.4648
C -7.3309 3.8102 7.3606
C -7.3010 2.9998 8.6119
O -8.2111 3.1001 9.4150
O -8.4047 4.6202 7.1685
O -4.1141 1.2009 8.1028
H -6.1612 1.5049 9.7251
H -6.3516 4.3278 5.5543
H -8.9723 4.4895 7.9531
H -3.5427 1.3365 7.3210
*
```

Calculated values
Molecular weight   1252.968 g/mol
E_LUMO   -4.5 eV
Gap between HOMO and LUMO   5.86 eV

Record 8
Density functional theory data (ωB97M-V with the def2-TZVPD basis set) for the molecule C10H14S2.

The geometry in ORCA input format:
```
! RIJCOSX wB97M-V def2-TZVPD def2/J DEFGRID3
* xyz 0 1
C 0.8732 2.7207 0.2935
S 1.4278 1.4508 -0.9508
C 1.0802 -0.2008 -0.0778
C 1.6452 -0.2959 1.2833
C 1.8387 -1.4112 -0.9994
S 1.7213 -3.0560 -0.1876
C -0.4748 -0.3312 -0.2560
C -1.3228 -0.8558 0.7232
C -2.7308 -0.7930 0.6442
C -3.2217 -0.4067 -0.5283
C -2.3677 -0.1249 -1.6029
C -0.9861 -0.0506 -1.4636
H 1.4343 2.7579 1.2357
H -0.1860 2.6671 0.4661
H 1.0425 3.5432 -0.4216
H 2.6887 -0.1374 1.3425
H 1.5562 -1.2328 1.8130
H 1.3046 0.4079 2.0638
H 2.8402 -1.0210 -1.0197
H 1.3454 -1.5904 -1.8855
H 0.4230 -3.4188 -0.5455
H -0.9064 -0.9834 1.7617
H -3.4048 -0.8477 1.4131
H -4.3347 -0.2353 -0.7121
H -2.9668 0.1886 -2.5289
H -0.3300 0.3559 -2.2951
*
```

Calculated values
SMILES   CS[C@](C)(CS)c1ccccc1
ΔE to the lowest compared entry with this formula, charge and spin   45.4 kcal/mol
Molecular weight   198.356 g/mol
E_LUMO   0.7 eV
Gap between HOMO and LUMO   9.26 eV

> Which formula does entry 4 have?

C4H5NO

> What is the formula in the third record?

C4H10NO3

> Which of these has the lowest molecular weight?

C4H5NO